A | Here is 2 unconnected molecules or ions with the total composition C4H7NOS2 from the OMol25 dataset. Energies are from ωB97M-V/def2-TZVPD.

Positions of all 15 atoms, in Å:
C -1.196 -2.559 -1.252
C -1.174 2.256 1.025
C 2.615 0.123 -1.064
C 0.224 -0.293 0.413
N -1.563 -2.610 -0.186
O -0.382 -0.882 1.537
S -0.621 1.065 -0.362
S 1.906 -0.809 0.101
H -1.502 3.271 0.695
H -0.367 2.379 1.719
H -2.058 1.780 1.307
H 3.417 -0.351 -1.606
H 2.226 1.125 -1.430
H -0.856 -2.698 -2.187
H -0.670 -1.797 1.290

* orbital gap (spin up / spin down): 7.4 / 7.4 eV
* multiplicity: 1
* total charge: 0



B | Here is C4H7NOS2 in the gas phase from the OMol25 dataset. Energies are from ωB97M-V/def2-TZVPD.

Positions of all 15 atoms, in Å:
N 0.176 1.415 -0.330
C 0.209 0.958 0.969
S 0.232 1.942 2.316
S -0.129 -0.689 1.171
C -0.753 -1.283 -0.463
C 0.115 -1.668 -1.599
C -0.440 -1.409 -2.896
O 0.686 -0.567 -2.354
H 0.232 2.475 -0.458
H 0.189 0.745 -1.138
H -1.151 -2.276 -0.110
H -1.620 -0.628 -0.681
H 0.850 -2.409 -1.412
H -1.452 -0.932 -2.988
H -0.203 -1.980 -3.925

* orbital gap: 8.7 eV
* multiplicity: 1
* total charge: 0



Tell me which of them is the most stable. Sure, it is B.



A | Here is C5H7N3O2 in the gas phase from the OMol25 dataset. Energies are from ωB97M-V/def2-TZVPD.

Positions of all 17 atoms, in Å:
C -2.071 -0.192 -1.648
C -0.994 -0.011 -0.631
N 0.276 -0.080 -0.964
N 1.169 0.034 0.062
C 2.556 0.141 -0.323
C 0.832 0.016 1.438
O 1.590 0.125 2.381
N -0.471 -0.040 1.809
C -1.404 0.053 0.837
O -2.568 0.082 1.221
H -1.591 -0.295 -2.620
H -2.623 -1.107 -1.418
H -2.711 0.707 -1.659
H 3.185 0.489 0.474
H 2.698 0.892 -1.122
H 2.868 -0.833 -0.643
H -0.741 0.017 2.804

* orbital gap: 9.5 eV
* multiplicity: 1
* total charge: 0



B | Here is C5H7N3O2 in the gas phase from the OMol25 dataset. Energies are from ωB97M-V/def2-TZVPD.

Positions of all 17 atoms, in Å:
C 1.113 1.842 0.241
C 1.250 0.756 -0.497
C -0.649 -0.074 0.413
C -0.476 -1.445 0.896
C -1.641 0.104 -0.631
N 0.128 1.893 1.240
N -0.572 0.907 1.326
N 1.841 -0.304 -1.029
O 1.776 -0.643 -2.202
O 2.331 -1.065 -0.189
H 1.717 2.843 0.081
H -1.138 -2.067 0.454
H -0.671 -1.466 2.035
H 0.528 -1.824 0.613
H -1.480 -0.709 -1.358
H -1.337 0.982 -1.123
H -2.718 0.271 -0.272

* orbital gap: 8.2 eV
* multiplicity: 1
* total charge: 0



C | Here is C5H7N3O2 in the gas phase from the OMol25 dataset. Energies are from ωB97M-V/def2-TZVPD.

Positions of all 17 atoms, in Å:
C -1.092 -1.508 -0.061
C -0.860 -0.537 -0.980
C -0.460 -1.634 1.261
C -0.014 0.595 -0.715
C 1.220 0.361 0.057
N 0.414 -0.856 1.657
N 1.674 1.462 0.664
N 2.127 -0.566 -0.419
O 3.271 -0.568 0.090
O 1.768 -1.388 -1.248
H -1.795 -2.359 -0.443
H -1.397 -0.529 -1.931
H -0.810 -2.381 1.882
H 0.197 1.065 -1.598
H -0.618 1.202 -0.198
H 1.491 2.349 0.323
H 2.611 1.450 1.104

* orbital gap (spin up / spin down): 8.1 / 7.5 eV
* multiplicity: 1
* total charge: 0



Tell me which of them is the most stable. Sure, it is A.



A | Here is 2 unconnected molecules or ions with the total composition C5H15NO from the OMol25 dataset. Energies are from ωB97M-V/def2-TZVPD.

Positions of all 22 atoms, in Å:
C 0.426 1.431 -1.902
N -0.035 0.228 -1.223
C -0.184 -1.273 2.232
C -0.640 -0.988 0.797
C -0.067 0.311 0.236
C -0.842 1.505 0.764
H -0.227 2.311 -1.852
H 1.394 1.722 -1.480
H 0.628 1.199 -2.947
H -0.952 -0.028 -1.574
H 0.806 -1.727 2.230
H -0.107 -0.345 2.800
H -0.889 -1.916 2.757
H -1.730 -0.927 0.810
H -0.410 -1.857 0.183
H 0.969 0.393 0.570
H -0.455 2.444 0.403
H -0.805 1.570 1.859
H -1.908 1.383 0.575
H 1.226 -1.272 -1.386
H 2.187 -2.004 -2.306
O 1.614 -2.161 -1.548

* orbital gap (spin up / spin down): 2.5 / 9.4 eV
* multiplicity: 2
* total charge: -1
* ⟨S²⟩: 0.750



B | Here is 2 unconnected molecules or ions with the total composition C5H15NO from the OMol25 dataset. Energies are from ωB97M-V/def2-TZVPD.

Positions of all 22 atoms, in Å:
C -0.543 -0.966 -0.933
N 0.845 -0.705 -0.514
C 1.048 0.165 0.666
C 0.438 1.563 0.571
C 1.605 -1.920 -0.185
C -0.940 0.064 -1.977
H -1.211 -0.983 -0.060
H -0.562 -1.976 -1.348
H 2.123 0.231 0.780
H 0.538 -0.299 1.521
H -0.436 1.800 1.156
H 1.195 2.214 0.995
H 0.334 1.876 -0.465
H 2.584 -1.789 -0.653
H 1.093 -2.705 -0.741
H 1.620 -2.161 0.872
H -1.885 -0.160 -2.473
H -1.236 0.977 -1.458
H -0.230 0.315 -2.758
H -1.624 1.977 1.988
H -2.268 0.800 2.686
O -2.487 1.680 2.328

* orbital gap (spin up / spin down): 2.8 / 8.8 eV
* multiplicity: 2
* total charge: -1
* ⟨S²⟩: 0.751



C | Here is 2 unconnected molecules or ions with the total composition C5H15NO from the OMol25 dataset. Energies are from ωB97M-V/def2-TZVPD.

Positions of all 22 atoms, in Å:
C 0.309 -0.162 0.613
N -1.136 -0.257 0.546
C -1.917 0.945 0.526
C -3.366 0.681 0.980
C -1.529 -1.179 -0.496
C 0.855 0.877 1.564
H 0.703 0.069 -0.383
H 0.711 -1.152 0.836
H -1.847 1.481 -0.446
H -1.473 1.696 1.175
H -3.687 1.399 1.739
H -4.088 0.771 0.163
H -3.404 -0.316 1.407
H -1.057 -2.156 -0.412
H -1.317 -0.758 -1.481
H -2.615 -1.308 -0.440
H 0.531 1.859 1.224
H 0.443 0.761 2.569
H 1.937 0.906 1.622
H 6.377 -1.310 -3.271
H 5.656 -0.430 -2.211
O 5.603 -0.741 -3.141

* orbital gap (spin up / spin down): 1.9 / 8.8 eV
* multiplicity: 2
* total charge: -1
* ⟨S²⟩: 0.750



Tell me which of them is the most stable. Sure, it is A.



A | Here is 2 unconnected molecules or ions with the total composition CH2O3P2 from the OMol25 dataset. Energies are from ωB97M-V/def2-TZVPD.

Positions of all 8 atoms, in Å:
C 0.030 1.297 -0.907
O -0.665 -1.021 -2.096
O -0.491 -0.552 2.792
O 1.363 -1.821 1.799
P -0.603 0.478 -2.337
P -0.108 -1.621 1.793
H 0.162 2.326 -1.051
H 0.313 0.914 0.007

* orbital gap (spin up / spin down): 7.3 / 7.3 eV
* multiplicity: 1
* total charge: -2



B | Here is a molecular structure, CH2O3P2 from the OMol25 dataset. Energies are from ωB97M-V/def2-TZVPD.

Positions of all 8 atoms, in Å:
C 0.306 -0.937 -1.741
O -1.327 -1.256 0.188
O -0.863 2.281 1.871
O 1.419 1.416 2.257
P -0.036 0.985 2.107
P -0.160 -0.466 -0.183
H -0.481 -1.426 -2.215
H 1.142 -0.598 -2.284

* orbital gap: 6.5 eV
* multiplicity: 1
* total charge: -2



Tell me which of them is the most stable. Sure, it is A.